1.
{
  "formula": "C28H36N6OPdS4",
  "method": "wB97M-V/def2-TZVPD",
  "energy_ha": -3213.0667,
  "e_lumo_ev": -1.1199,
  "relative_energy_kj_mol": 0.00,
  "homo_energy_ev": -7.64,
  "max_force_ev_per_a": 0.845,
  "species": ["Pd", "S", "C", "C", "C", "C", "N", "C", "C", "C", "S", "C", "N", "H", "H", "C", "C", "C", "N", "C", "S", "N", "C", "O", "C", "C", "C", "C", "C", "C", "H", "H", "H", "H", "H", "H", "H", "H", "H", "H", "H", "H", "H", "H", "C", "C", "C", "C", "N", "C", "S", "N", "C", "C", "C", "C", "H", "H", "H", "H", "H", "H", "H", "H", "H", "H", "H", "H", "H", "H", "H", "H", "H", "H", "H", "H"],
  "xyz": [[0.626, 0.511, 0.874], [-0.170, 0.080, 2.875], [-0.321, -1.651, 2.993], [-0.740, -2.238, 4.180], [-0.811, -3.623, 4.289], [-1.233, -4.211, 5.523], [-1.591, -4.668, 6.515], [-0.464, -4.428, 3.192], [-0.066, -3.838, 1.997], [-0.007, -2.455, 1.879], [0.379, -1.689, 0.364], [-0.521, -5.854, 3.290], [-0.568, -7.000, 3.368], [-1.001, -1.625, 5.033], [0.191, -4.467, 1.155], [-5.264, -0.717, 2.746], [-3.961, 0.025, 2.480], [-3.842, 0.403, 1.007], [-2.562, 1.031, 0.662], [-2.098, 2.206, 1.051], [-0.454, 2.631, 0.925], [-2.937, 3.174, 1.539], [-4.261, 3.523, 1.200], [-4.944, 4.072, 2.027], [-4.729, 3.274, -0.192], [-6.103, 3.147, -0.391], [-6.604, 2.948, -1.665], [-5.735, 2.897, -2.748], [-4.370, 3.051, -2.556], [-3.862, 3.235, -1.280], [-5.352, -0.981, 3.799], [-5.316, -1.640, 2.165], [-6.129, -0.103, 2.482], [-3.108, -0.593, 2.759], [-3.910, 0.930, 3.092], [-4.668, 1.038, 0.703], [-3.906, -0.495, 0.390], [-1.833, 0.390, 0.365], [-2.517, 3.787, 2.223], [-6.761, 3.207, 0.466], [-7.669, 2.839, -1.817], [-6.126, 2.747, -3.746], [-3.698, 3.033, -3.403], [-2.797, 3.372, -1.143], [6.620, -1.367, -1.099], [6.552, -1.497, 0.422], [5.493, -0.624, 1.101], [4.058, -1.137, 1.009], [3.525, -1.169, -0.352], [2.901, -0.134, -0.930], [2.833, 1.407, -0.208], [2.315, -0.392, -2.115], [1.639, 0.601, -2.938], [2.591, 1.389, -3.833], [3.362, 0.514, -4.814], [4.277, 1.330, -5.719], [7.483, -1.903, -1.496], [6.713, -0.318, -1.391], [5.730, -1.763, -1.586], [7.528, -1.226, 0.832], [6.393, -2.544, 0.701], [5.530, 0.393, 0.702], [5.725, -0.542, 2.167], [3.398, -0.515, 1.616], [3.996, -2.155, 1.396], [3.320, -2.082, -0.725], [2.388, -1.327, -2.481], [1.103, 1.277, -2.273], [0.900, 0.070, -3.541], [3.285, 1.948, -3.200], [2.007, 2.132, -4.384], [2.656, -0.062, -5.422], [3.960, -0.216, -4.260], [3.703, 2.051, -6.305], [4.824, 0.692, -6.414], [5.007, 1.889, -5.130]]
}

2.
{
  "formula": "C28H36N9O4RuS4",
  "method": "wB97M-V/def2-TZVPD",
  "energy_ha": -3569.8307,
  "e_lumo_ev": [-0.9274, -0.8828],
  "relative_energy_kj_mol": 209.62,
  "homo_energy_ev": [-6.16, -6.08],
  "spin_multiplicity": 2,
  "s2": 0.982,
  "max_force_ev_per_a": 2.616,
  "species": ["Ru", "C", "C", "N", "C", "S", "N", "N", "C", "C", "C", "C", "C", "C", "C", "N", "H", "H", "H", "H", "H", "H", "H", "H", "H", "H", "H", "H", "H", "C", "C", "S", "C", "C", "S", "H", "H", "H", "H", "H", "H", "N", "C", "C", "C", "C", "N", "C", "C", "H", "H", "H", "H", "C", "C", "S", "O", "O", "C", "C", "N", "C", "N", "C", "C", "N", "O", "O", "C", "H", "H", "H", "H", "H", "H", "H", "H", "H", "H", "H", "H", "H"],
  "xyz": [[-0.902, -0.201, 0.776], [-5.576, 1.364, 3.925], [-5.050, 0.029, 4.435], [-3.612, -0.085, 4.322], [-2.954, -0.104, 3.148], [-1.279, -0.585, 3.205], [-3.562, 0.211, 2.042], [-2.858, 0.175, 0.924], [-3.442, 0.549, -0.214], [-4.803, 1.170, -0.228], [-2.714, 0.277, -1.398], [-3.195, 0.507, -2.707], [-2.490, 0.046, -3.786], [-1.301, -0.668, -3.572], [-0.843, -0.800, -2.279], [-1.488, -0.317, -1.224], [-6.642, 1.418, 4.120], [-5.399, 1.445, 2.860], [-5.078, 2.191, 4.423], [-5.521, -0.785, 3.870], [-5.308, -0.076, 5.489], [-3.084, -0.384, 5.125], [-5.062, 1.480, 0.780], [-5.544, 0.453, -0.579], [-4.815, 2.038, -0.885], [-4.123, 1.035, -2.844], [-2.842, 0.221, -4.791], [-0.747, -1.088, -4.394], [0.083, -1.325, -2.069], [-0.544, 5.065, 1.318], [-0.308, 3.585, 1.381], [-1.127, 2.629, 0.232], [0.531, 3.028, 2.316], [1.259, 3.827, 3.350], [0.898, 1.363, 2.345], [-1.223, 5.297, 0.503], [0.392, 5.601, 1.156], [-0.986, 5.416, 2.251], [1.056, 4.889, 3.267], [2.328, 3.649, 3.240], [0.972, 3.488, 4.345], [-1.673, -7.954, -0.043], [-1.663, -6.813, 0.087], [-1.642, -5.416, 0.272], [-0.960, -4.851, 1.361], [-1.003, -3.486, 1.542], [-1.641, -2.650, 0.718], [-2.288, -3.191, -0.318], [-2.325, -4.542, -0.586], [-0.427, -5.480, 2.057], [-0.532, -3.038, 2.409], [-2.820, -2.503, -0.960], [-2.887, -4.921, -1.426], [4.705, 0.571, -5.341], [5.962, 0.216, -4.579], [5.844, 0.871, -2.875], [5.012, 2.049, -2.901], [7.164, 1.003, -2.334], [4.934, -0.385, -1.899], [4.449, 0.328, -0.646], [3.289, -0.316, -0.086], [2.008, 0.034, -0.338], [1.162, -0.746, 0.329], [1.911, -1.625, 1.039], [3.246, -1.382, 0.789], [4.354, -2.056, 1.298], [4.132, -2.976, 2.086], [5.482, -1.710, 0.923], [1.651, 1.190, -1.195], [4.818, 0.370, -6.404], [4.496, 1.630, -5.203], [3.850, 0.006, -4.973], [6.842, 0.698, -4.997], [6.138, -0.853, -4.501], [5.616, -1.196, -1.665], [4.104, -0.732, -2.512], [4.184, 1.350, -0.919], [5.247, 0.349, 0.098], [1.493, -2.354, 1.704], [2.192, 1.178, -2.141], [1.902, 2.113, -0.668], [0.577, 1.198, -1.383]]
}

3.
{
  "formula": "C28H37BClCoF4N2OSb",
  "method": "wB97M-V/def2-TZVPD",
  "energy_ha": -3781.4406,
  "e_lumo_ev": [-3.7692, -5.6148],
  "relative_energy_kj_mol": 0.00,
  "homo_energy_ev": [-10.97, -11.04],
  "spin_multiplicity": 5,
  "s2": 6.019,
  "total_charge": 1,
  "max_force_ev_per_a": 0.913,
  "species": ["Co", "Cl", "C", "C", "C", "C", "O", "C", "C", "N", "C", "C", "C", "C", "C", "C", "C", "C", "N", "C", "C", "H", "H", "H", "H", "H", "H", "H", "H", "H", "H", "F", "B", "F", "F", "F", "C", "C", "C", "C", "Sb", "C", "C", "C", "C", "C", "C", "C", "C", "H", "H", "H", "H", "H", "H", "H", "H", "H", "H", "H", "H", "H", "H", "H", "H", "H", "H", "H", "H", "H", "H", "H", "H", "H", "H", "H"],
  "xyz": [[-0.574, 1.882, 0.284], [-7.458, -0.427, -0.020], [-5.839, 0.080, 0.331], [-5.421, 0.184, 1.668], [-4.143, 0.569, 1.977], [-3.218, 0.864, 0.958], [-1.990, 1.185, 1.264], [-3.653, 0.779, -0.392], [-2.788, 1.057, -1.488], [-1.550, 1.400, -1.398], [-0.755, 1.569, -2.571], [-1.031, 1.108, -3.825], [-0.144, 1.365, -4.895], [0.992, 2.095, -4.711], [1.310, 2.586, -3.423], [2.451, 3.374, -3.135], [2.670, 3.808, -1.864], [1.781, 3.422, -0.842], [0.728, 2.674, -1.069], [0.452, 2.286, -2.355], [-4.979, 0.380, -0.678], [-6.124, -0.045, 2.458], [-3.821, 0.666, 3.006], [-3.229, 0.978, -2.484], [-1.925, 0.528, -4.018], [-0.378, 0.975, -5.876], [1.658, 2.300, -5.539], [3.136, 3.634, -3.934], [3.518, 4.431, -1.617], [1.944, 3.722, 0.187], [-5.309, 0.306, -1.708], [0.543, 2.425, 1.725], [1.503, 3.356, 2.883], [0.795, 3.162, 4.001], [2.677, 2.693, 2.768], [1.444, 4.565, 2.288], [1.090, -2.748, 3.156], [0.445, -1.407, 2.836], [-1.040, -1.410, 3.184], [1.153, -0.267, 3.556], [0.573, -0.936, 0.668], [-0.515, -2.458, -0.512], [-0.212, -2.242, -1.991], [-2.000, -2.216, -0.254], [-0.111, -3.860, -0.067], [2.683, -0.771, 0.010], [3.465, -1.995, 0.475], [3.229, 0.499, 0.655], [2.709, -0.642, -1.508], [0.997, -2.905, 4.237], [2.150, -2.775, 2.918], [0.601, -3.585, 2.666], [-1.133, -1.501, 4.272], [-1.568, -2.255, 2.742], [-1.527, -0.482, 2.886], [0.985, -0.385, 4.632], [0.763, 0.709, 3.271], [2.230, -0.278, 3.393], [-0.291, -1.193, -2.289], [-0.945, -2.808, -2.577], [0.774, -2.609, -2.267], [-2.323, -1.247, -0.638], [-2.265, -2.267, 0.800], [-2.577, -2.989, -0.775], [0.968, -4.020, -0.072], [-0.549, -4.581, -0.766], [-0.495, -4.096, 0.922], [3.578, -2.016, 1.557], [4.472, -1.942, 0.045], [3.023, -2.937, 0.147], [3.206, 0.470, 1.741], [2.682, 1.385, 0.339], [4.274, 0.623, 0.348], [2.504, -1.585, -2.008], [3.716, -0.327, -1.806], [2.008, 0.111, -1.879]]
}